No. 1
Density functional theory data (wB97M-V/def2-TZVPD) for a cluster of 13 separate species, C17H60N2O13 in total at a distorted geometry.

```
92
C17H60N2O13 wB97M-V/def2-TZVPD
C 2.20517 -0.62848 -3.92399
C 1.84328 0.31362 -5.04386
O 2.79587 1.31918 -4.99544
H 1.58743 -0.38202 -3.07599
H 3.30316 -0.59336 -3.74895
H 1.93623 -1.68653 -4.21661
H 0.84695 0.69194 -4.97272
H 2.07799 -0.19254 -5.99647
H 2.70036 1.81524 -5.80675
C 0.35216 -1.93651 5.20889
C 1.76455 -1.60633 4.77574
O 1.75391 -0.95898 3.55867
H 0.22159 -2.44166 6.20790
H -0.19954 -2.56455 4.45627
H -0.22889 -1.03712 5.27287
H 2.26982 -2.52448 4.77076
H 2.29934 -1.08057 5.49043
H 1.30058 -1.40002 2.88913
C -1.05285 4.63911 0.15766
C -2.03261 4.51384 -1.01972
O -3.15493 5.33988 -0.83370
H -0.09417 4.41863 -0.30159
H -1.28546 3.84196 0.91005
H -1.03714 5.60533 0.59073
H -2.41552 3.52301 -1.25844
H -1.48413 4.78550 -1.90989
H -3.66178 5.41485 -1.58872
C -2.19066 1.83705 3.02160
C -1.03461 1.09959 3.63948
O 0.16809 1.52765 3.10462
H -2.05979 2.87568 3.20693
H -3.11963 1.40309 3.42734
H -2.23656 1.64329 1.97608
H -1.17875 0.00848 3.47631
H -1.14931 1.37252 4.71055
H 0.82533 0.82782 3.10047
C -0.04712 -0.34235 0.23671
O 0.15445 -1.13749 1.35809
N -0.47233 0.89608 0.31246
N 0.15225 -0.68201 -0.96590
H -0.57010 1.19218 1.29620
H -0.43240 1.57676 -0.47255
H 0.38285 -1.63464 -1.20755
H 0.01451 0.00153 -1.70651
C -1.60479 -0.91184 -3.90522
O -1.27642 -2.26812 -4.15388
H -0.69988 -0.30080 -3.85534
H -2.34279 -0.85862 -3.02151
H -2.14783 -0.61415 -4.80409
H -1.19785 -2.43807 -5.11575
C -0.11257 -3.74328 -1.43852
O 0.99156 -3.03807 -2.00768
H 0.15253 -4.73803 -1.21322
H -0.96498 -3.64744 -2.14205
H -0.35601 -3.38903 -0.43796
H 1.13707 -3.44139 -2.85004
C 2.61020 2.93085 0.97281
O 3.06628 3.96932 0.13123
H 3.16690 2.02092 0.83777
H 1.60922 2.65244 0.74356
H 2.60827 3.21140 2.07582
H 3.88100 3.67762 -0.25056
C -3.69499 1.01678 -0.93476
O -2.92628 0.02124 -0.37985
H -3.45065 1.87577 -0.30813
H -4.74129 0.78674 -0.99247
H -3.39953 1.15274 -1.98252
H -2.01184 0.30738 -0.18099
C 3.17563 -0.44889 0.59082
O 2.86352 0.10316 -0.66810
H 2.68385 -0.05361 1.38545
H 4.20954 -0.55931 0.94859
H 2.87978 -1.51631 0.65275
H 1.89554 -0.23236 -0.82776
C 1.21697 -5.11648 2.58725
O 1.44892 -3.80652 2.10961
H 1.97995 -5.53874 3.17527
H 1.11671 -5.80917 1.70829
H 0.33292 -5.14703 3.20999
H 0.56541 -3.39780 1.99500
C -2.74361 -2.72547 1.37304
O -1.61280 -3.43026 1.87428
H -3.61931 -3.36471 1.36738
H -2.47524 -2.51625 0.35777
H -2.84864 -1.80463 1.97152
H -1.83105 -3.83747 2.74486
C 0.77335 2.66457 -2.51585
O -0.39575 1.92454 -2.22466
H 0.67648 3.72631 -2.37175
H 1.04297 2.51913 -3.54805
H 1.60385 2.27066 -1.92155
H -1.05190 2.20815 -2.87136
```

E_LUMO, eV: 0.06
Multiplicity: 1
Orbital gap, eV: 9.5
HOMO level, eV: -9.40
Maximum force, eV Å⁻¹: 8.20
Energy, hartree: -1771.0816
Energy above the lowest of the compared OMol25 structures with the same formula, charge and spin, kJ/mol: 70.1


No. 2
Density functional theory data (wB97M-V/def2-TZVPD) for a cluster of 14 separate species, C17H62N14O14 in total at a distorted geometry.

```
107
C17H62N14O14 wB97M-V/def2-TZVPD
C 1.31668 -2.33871 3.22460
C 1.79817 -3.76668 3.12017
O 1.66551 -4.49592 4.33948
H 2.00714 -1.79206 3.91470
H 0.28816 -2.25715 3.69261
H 1.35060 -1.86154 2.32858
H 2.79961 -4.00719 2.71079
H 1.11851 -4.21468 2.40332
H 0.71383 -4.64445 4.57505
C 3.26771 1.62559 -1.72883
C 2.88850 2.63989 -0.71141
O 4.02514 3.46562 -0.42346
H 2.50473 0.88024 -1.98640
H 4.12437 1.10078 -1.44964
H 3.63600 2.01039 -2.65718
H 2.62441 2.07978 0.20387
H 2.04706 3.24606 -1.13160
H 4.37235 3.74298 -1.23850
C -1.00435 4.23530 0.98082
C 0.11928 3.77248 1.81624
O -0.22979 2.45305 2.19475
H -0.83003 5.22344 0.56860
H -1.99588 4.23988 1.46116
H -0.99229 3.70912 0.03325
H 0.39175 4.40689 2.60846
H 1.00149 3.73815 1.17422
H 0.46138 2.33718 2.90065
C 4.44032 -1.80254 0.90113
O 4.67261 -1.60295 2.22484
N 5.04276 -2.72673 0.19564
N 3.66324 -1.04680 0.15991
H 5.67887 -3.35895 0.63551
H 4.68002 -3.15142 -0.63941
H 3.14903 -0.39728 0.75233
H 3.95304 -0.81130 -0.80073
C -1.00429 -3.36396 -4.65544
O -1.76510 -2.72866 -5.65800
N -0.21485 -4.34714 -5.04188
N -0.85203 -2.92745 -3.41527
H -0.22202 -4.60463 -6.01138
H 0.26386 -5.08987 -4.46145
H -1.20823 -1.99609 -3.16148
H -0.28435 -3.42219 -2.72886
C 1.15602 -3.45511 -0.95812
O 0.73950 -4.56123 -1.70510
N 0.53610 -3.13905 0.12582
N 2.00137 -2.58113 -1.31759
H -0.16721 -3.69262 0.48494
H 0.70184 -2.23505 0.56666
H 2.31771 -2.63911 -2.30824
H 2.66688 -2.10618 -0.69211
C 0.12651 0.16828 -0.18732
O 0.81191 -0.04869 1.00193
N 0.22829 -0.56176 -1.25994
N -0.76046 1.13240 -0.17757
H 0.99416 -1.31724 -1.36509
H -0.27592 -0.43328 -2.12712
H -0.82085 1.70664 0.68254
H -1.55263 1.31469 -0.78426
C -2.36599 -1.42925 2.70844
O -1.76273 -2.54916 2.10317
N -1.79219 -0.27346 2.73592
N -3.52510 -1.42741 3.14962
H -0.98433 -0.15990 2.18675
H -2.28411 0.64084 2.96214
H -4.03834 -2.27998 3.27703
H -4.03766 -0.64048 3.59767
C -0.86801 1.07137 -3.73230
O -1.41457 -0.13529 -3.30558
N -1.21299 1.59473 -4.86125
N -0.06064 1.80286 -3.01695
H -1.72682 1.02834 -5.50375
H -0.89968 2.52089 -5.15290
H 0.00345 1.53736 -2.00102
H 0.41930 2.64181 -3.35611
C -2.98272 2.47031 4.09025
O -2.13148 2.75506 5.13313
N -2.70137 2.29023 2.83219
N -4.27174 2.49451 4.31825
H -1.70411 2.46416 2.55600
H -3.42689 2.18363 2.13875
H -4.40096 2.72901 5.33757
H -4.77535 1.60234 4.09312
C -2.98873 3.14367 -2.38258
O -3.02405 2.19912 -1.31135
H -3.89843 3.77323 -2.36347
H -3.02654 2.65220 -3.32833
H -2.11829 3.78103 -2.35698
H -3.59636 2.63038 -0.63551
C 0.80151 0.68742 4.66062
O 0.85801 2.07542 4.78951
H -0.17092 0.30844 5.03051
H 1.52684 0.14643 5.25551
H 0.99759 0.33915 3.64066
H 0.21798 2.25817 5.49985
C 1.62889 -0.31999 -5.08209
O 1.87221 1.08177 -4.95101
H 1.69155 -0.78181 -4.16834
H 2.34105 -0.80968 -5.82636
H 0.62109 -0.34291 -5.57143
H 1.32271 1.42205 -4.26387
C -3.19902 -1.00925 -0.27333
O -4.19316 -1.76164 0.39265
H -3.25672 -1.21075 -1.38568
H -2.12849 -1.32563 -0.04751
H -3.41631 0.03904 -0.16473
H -4.08349 -1.61039 1.35392
```

E_LUMO, eV: -0.44
Multiplicity: 1
Orbital gap, eV: 7.8
HOMO level, eV: -8.22
Maximum force, eV Å⁻¹: 11.25
Energy, hartree: -2504.7220
Energy above the lowest of the compared OMol25 structures with the same formula, charge and spin, kJ/mol: 112.5


No. 3
Density functional theory data (wB97M-V/def2-TZVPD) for a cluster of 16 separate species, C17H66N18O16 in total at a distorted geometry.

```
117
C17H66N18O16 wB97M-V/def2-TZVPD
C 18.10709 -8.36084 16.60519
C 18.34086 -9.27524 15.46532
O 19.73411 -9.62896 15.34617
H 18.45175 -7.34375 16.33748
H 18.68439 -8.58324 17.50442
H 17.05929 -8.38418 16.89901
H 17.98346 -8.93347 14.55723
H 17.80075 -10.16121 15.63382
H 19.89603 -10.02658 14.47999
C 17.65063 -6.10764 25.21142
O 17.01542 -5.96798 26.42309
N 18.82691 -5.72455 24.85119
N 17.16066 -6.76539 24.18188
H 19.27397 -5.23982 25.63618
H 19.30640 -5.91381 23.92953
H 16.28439 -7.18377 24.53600
H 17.54716 -6.98645 23.21662
C 13.92505 -7.90374 24.29544
O 13.15189 -6.89286 23.77727
N 14.79998 -7.71911 25.20894
N 13.82282 -9.12495 23.82017
H 14.63867 -6.87326 25.83577
H 15.39363 -8.57433 25.45968
H 13.20067 -9.29629 22.98316
H 14.04395 -10.01022 24.36191
C 15.45723 -5.45679 17.31981
O 15.62672 -6.47650 18.29074
N 15.88487 -4.24694 17.53525
N 14.86165 -5.50835 16.17849
H 16.43140 -4.15145 18.42354
H 15.97609 -3.52030 16.82205
H 14.24586 -6.38395 16.09499
H 14.52844 -4.78521 15.59878
C 18.06282 -10.81513 20.94258
O 17.60673 -11.99852 20.47549
N 18.62452 -9.92018 20.17166
N 17.95984 -10.45490 22.23586
H 18.84682 -10.20391 19.22069
H 19.02477 -9.02882 20.51452
H 17.58106 -11.21193 22.79391
H 18.50199 -9.77490 22.83359
C 14.17145 -8.60585 16.02780
O 14.65406 -9.45247 15.00661
N 13.31045 -7.59978 15.92305
N 14.49889 -8.72765 17.27082
H 12.92052 -7.42587 15.07186
H 12.73994 -7.38473 16.73518
H 15.09218 -9.51932 17.46054
H 14.58449 -8.01152 17.94401
C 15.44883 -8.35959 20.90951
O 14.24442 -7.73468 20.59114
N 15.65888 -9.08203 21.97467
N 16.49674 -8.32175 20.11746
H 14.99251 -9.10937 22.77168
H 16.55943 -9.58960 22.03756
H 16.33045 -7.85793 19.18632
H 17.31621 -9.02124 20.16539
C 12.47198 -11.19971 18.53031
O 12.73516 -11.67074 17.23035
N 12.88645 -9.98787 18.96306
N 11.71210 -11.92307 19.36323
H 13.41141 -9.42265 18.19229
H 12.73939 -9.51091 19.87380
H 11.19297 -12.74274 18.97290
H 11.44988 -11.59527 20.29001
C 10.84191 -5.65781 21.57881
O 11.61286 -6.32908 20.57895
N 9.56011 -5.46034 21.57160
N 11.27002 -5.30222 22.69748
H 9.23433 -5.46668 20.61485
H 9.25256 -4.74904 22.21304
H 12.22070 -5.62242 22.80019
H 10.83502 -4.66930 23.29906
C 19.15815 -6.71901 21.62521
O 19.79603 -7.78529 21.11399
N 19.73555 -5.66485 22.07232
N 17.87381 -6.56399 21.63260
H 20.73575 -5.60773 21.89981
H 19.33754 -4.77565 22.32069
H 17.31120 -7.32072 21.20699
H 17.27006 -5.69757 21.98194
C 14.36786 -12.01030 21.33879
O 13.66942 -13.13469 20.79659
H 15.05779 -12.23201 22.13270
H 13.61546 -11.32203 21.66938
H 15.06282 -11.66690 20.53360
H 13.03855 -12.70127 20.23505
C 18.38991 -5.19781 18.57432
O 17.71528 -4.31746 19.41469
H 17.94439 -6.23568 18.63700
H 19.42986 -5.31255 18.96172
H 18.61913 -4.89553 17.59945
H 17.55859 -4.77008 20.26516
C 14.38846 -4.55801 20.47808
O 14.25695 -5.14609 21.73664
H 15.43451 -4.77878 20.24491
H 14.32089 -3.51600 20.42177
H 13.61920 -4.95713 19.82895
H 14.25724 -6.08964 21.56170
C 10.58639 -9.19193 21.58396
O 11.99553 -8.99105 21.69812
H 10.33010 -9.55833 20.64848
H 9.92177 -8.30410 21.52381
H 10.06039 -9.76520 22.33777
H 12.19055 -8.06718 21.51965
C 11.64765 -5.85512 17.65145
O 11.87218 -7.19525 18.17280
H 10.83064 -5.28690 18.03141
H 11.54787 -5.81794 16.59872
H 12.57497 -5.30101 17.88938
H 12.00126 -7.08253 19.12254
C 15.95523 -11.74083 17.67092
O 16.23551 -10.48147 18.19497
H 16.85855 -12.28793 17.73131
H 15.50263 -11.61451 16.63528
H 15.17532 -12.17150 18.30539
H 16.62379 -10.51142 18.99940
```

E_LUMO, eV: -0.30
Multiplicity: 1
Orbital gap, eV: 7.8
HOMO level, eV: -8.11
Maximum force, eV Å⁻¹: 9.16
Energy, hartree: -2876.5577
Energy above the lowest of the compared OMol25 structures with the same formula, charge and spin, kJ/mol: 0.0